(1)
{"formula": "C4H12NO", "method": "ωB97M-V/def2-TZVPD", "e_homo_ev": -14.93, "e_tot_ha": -289.30688, "total_charge": 1, "spin_multiplicity": 1, "smiles": "CC[C@@H]([NH3+])CO", "relative_energy_kcal_mol": 42.7, "elements": ["C", "C", "C", "N", "C", "O", "H", "H", "H", "H", "H", "H", "H", "H", "H", "H", "H", "H"], "xyz": [[-1.23, 2.05, -0.84], [-0.97, 0.51, -0.99], [0.11, 0.21, -0.05], [-0.39, -0.09, 1.36], [0.96, -1.13, -0.43], [1.48, -1.62, 0.78], [-1.64, 2.53, -1.89], [-1.84, 2.36, -0.02], [-0.27, 2.52, -1.03], [-0.79, 0.40, -2.08], [-1.91, -0.04, -0.88], [0.87, 1.06, 0.11], [-0.38, 0.81, 1.86], [0.24, -0.77, 1.81], [-1.34, -0.40, 1.50], [1.89, -0.98, -1.12], [0.32, -1.94, -0.92], [2.43, -1.89, 0.74]], "mulliken_charge": [-1.2384, -0.5203, -0.0130, -0.3144, -0.4718, -0.5809, 0.3195, 0.3286, 0.4074, 0.3558, 0.3574, 0.3365, 0.3749, 0.3275, 0.3372, 0.3660, 0.2731, 0.3549]}

(2)
{"formula": "C5H7NO", "method": "ωB97M-V/def2-TZVPD", "e_homo_ev": -10.71, "e_tot_ha": -324.67282, "total_charge": 0, "spin_multiplicity": 1, "smiles": "N#CCC1(O)CC1", "relative_energy_kcal_mol": 32.4, "elements": ["N", "C", "C", "C", "O", "C", "C", "H", "H", "H", "H", "H", "H", "H"], "xyz": [[-1.42, 2.80, 0.76], [-0.52, 2.11, 0.58], [0.58, 1.16, 0.30], [0.03, -0.11, -0.34], [-0.64, 0.15, -1.54], [0.78, -1.40, -0.37], [-0.44, -1.25, 0.52], [1.12, 0.96, 1.24], [1.27, 1.64, -0.40], [-1.57, 0.32, -1.37], [0.64, -1.91, -1.31], [1.77, -1.51, 0.08], [-0.26, -1.19, 1.59], [-1.35, -1.77, 0.25]], "mulliken_charge": [-0.4213, 0.1855, -0.3802, 0.6010, -0.5561, -0.6330, -0.7545, 0.3289, 0.2495, 0.3764, 0.2617, 0.2428, 0.2456, 0.2536]}